[1]
Formula: C32H24N9O4ReSSe
Source: the Open Molecules 2025 dataset
Level of theory: ωB97M-V/def2-TZVPD

Results
Orbital gap (spin up / spin down) ... 5.9 / 6.3 eV
Total charge ... +1
⟨S²⟩ ... 0.79
Calculated total energy ... -133480.4986 eV
Energy above the lowest of the compared OMol25 structures with the same formula, charge and spin ... 23.4 kcal/mol
Multiplicity ... 2

```
72
Properties=species:S:1:pos:R:3:forces:R:3:mulliken_spin:R:1
Re -1.167905 -0.563233 0.883728 0.464 -0.077 -0.443 0.927
C -3.996746 -3.676974 1.526000 0.014 0.023 0.006 -0.007
C -3.282276 -4.729449 2.090908 -0.056 -0.011 -0.014 0.004
C -1.969060 -4.533105 2.443476 0.009 0.039 0.007 -0.004
C -1.362608 -3.295425 2.225593 0.061 -0.013 0.022 0.013
N -2.054159 -2.286990 1.641904 -0.224 -0.167 0.011 0.019
C -3.352886 -2.485327 1.319966 0.065 -0.029 0.031 -0.002
N -0.060949 -3.160018 2.690449 -0.054 0.025 0.002 0.011
C 0.493319 -2.022043 2.831603 0.057 0.003 0.001 0.004
N -0.018463 -0.793839 2.394039 -0.012 -0.061 0.253 -0.006
C 0.653436 0.255154 3.037173 0.018 -0.022 -0.016 -0.003
N 0.250833 1.460284 3.124835 0.016 0.021 -0.054 -0.011
C -1.021872 1.862930 2.743892 0.012 -0.024 0.112 -0.001
C -1.386389 3.152147 3.144237 0.024 -0.042 0.010 -0.002
C -2.669977 3.597939 2.947354 -0.050 0.001 -0.012 -0.001
C -3.602363 2.737542 2.369428 -0.003 0.004 0.024 -0.001
C -3.185098 1.494737 1.968463 0.064 -0.074 0.027 0.001
N -1.912772 1.060655 2.112398 -0.116 0.174 -0.056 0.013
C 1.835288 -0.337175 3.680667 0.015 0.073 0.006 0.015
C 2.881955 0.259045 4.357100 -0.019 -0.040 -0.022 0.003
C 3.850898 -0.582402 4.888980 0.003 0.004 0.003 0.000
C 3.754730 -1.968209 4.763543 0.016 -0.003 0.009 0.002
C 2.687565 -2.562668 4.101394 -0.012 0.042 -0.009 -0.003
C 1.739898 -1.719641 3.554914 -0.017 -0.064 -0.011 -0.007
H -5.029503 -3.783103 1.229773 0.000 -0.008 0.002 0.000
H -3.753917 -5.689060 2.251713 0.003 0.000 -0.001 0.000
H -1.370930 -5.308005 2.898595 0.011 0.006 -0.003 0.000
H -3.849317 -1.647668 0.847549 -0.020 -0.010 -0.007 -0.002
H -0.629535 3.754511 3.623852 -0.003 0.001 -0.001 0.000
H -2.957614 4.594171 3.254999 0.002 -0.001 0.004 0.000
H -4.632536 3.029060 2.226801 0.003 0.000 -0.008 0.000
H -3.861626 0.803260 1.488020 -0.018 0.024 -0.014 0.002
H 2.942129 1.333985 4.454912 0.003 0.000 0.001 0.000
H 4.695234 -0.156752 5.414327 0.002 -0.007 0.000 0.000
H 4.526272 -2.591300 5.195743 0.000 0.003 0.000 0.000
H 2.599382 -3.636214 4.009010 0.000 -0.001 0.001 0.000
O -2.577869 0.148002 -0.523181 -0.067 0.151 -0.050 0.013
C -1.757830 1.049596 -0.945813 -0.029 -0.108 0.092 0.010
O -0.647106 1.105622 -0.345155 0.017 0.122 -0.066 0.028
C -2.089630 1.942143 -2.061827 -0.038 -0.042 -0.027 -0.008
C -1.145903 2.877400 -2.477483 0.024 0.025 -0.020 -0.003
C -1.448524 3.729965 -3.524224 -0.013 -0.038 0.033 0.002
C -2.689600 3.610909 -4.122368 -0.069 0.125 -0.065 0.000
C -3.640644 2.685629 -3.734108 0.051 -0.021 0.056 0.001
C -3.330222 1.837295 -2.685070 0.027 0.014 -0.013 -0.002
N -3.017538 4.526679 -5.247188 0.089 -0.197 -0.122 0.000
O -2.159870 5.310303 -5.590590 -0.026 0.053 0.058 0.000
O -4.107164 4.403343 -5.761022 -0.026 0.057 0.061 0.000
H -0.185834 2.922936 -1.980989 -0.003 -0.007 0.013 0.002
H -0.751590 4.473283 -3.880415 0.002 0.004 0.001 0.000
H -4.588779 2.640182 -4.247610 -0.002 0.007 -0.006 0.000
H -4.036298 1.090285 -2.350552 -0.006 0.005 0.004 0.000
C 6.194584 -1.415557 -3.041424 0.010 0.017 -0.043 0.001
C 4.839003 -0.829994 -2.834006 -0.053 0.009 0.028 0.000
C 4.024806 -0.353802 -3.817863 0.015 -0.007 0.053 -0.001
C 2.759920 0.148931 -3.437777 -0.007 0.011 -0.084 -0.001
N 2.342071 0.187528 -2.189453 0.015 -0.025 0.019 0.000
C 3.139391 -0.287226 -1.205648 -0.113 0.035 -0.063 0.001
S 2.706466 -0.317605 0.407411 0.071 0.013 0.083 0.003
N 4.371577 -0.785133 -1.565569 0.027 0.018 0.009 0.000
C 1.806024 0.649901 -4.477327 0.037 -0.008 0.022 0.001
H 6.540968 -1.223004 -4.053207 -0.002 -0.011 0.001 0.000
H 6.163998 -2.495395 -2.886409 0.002 0.001 0.015 0.000
H 6.911682 -0.990326 -2.338577 0.001 -0.004 0.002 0.000
H 4.341598 -0.361392 -4.849223 -0.002 0.001 -0.002 0.000
H 4.936424 -1.127036 -0.799628 0.017 -0.008 -0.008 0.000
H 2.306872 0.875191 -5.416423 -0.002 0.001 0.001 0.000
H 1.290743 1.534084 -4.107224 -0.018 -0.006 -0.003 0.000
H 1.053729 -0.120030 -4.662606 -0.010 0.007 -0.004 0.000
Se -0.011180 -1.916071 -0.777739 -0.310 -0.092 0.143 -0.012
C -1.269911 -3.281536 -1.033820 0.114 0.106 0.021 0.006
N -2.056810 -4.111907 -1.173217 0.023 0.002 -0.004 -0.005
```
Forces are in eV/Å.


[2]
Formula: C12H36ClO16P5
Source: the Open Molecules 2025 dataset
Level of theory: ωB97M-V/def2-TZVPD

Results
Orbital gap ... 8.9 eV
Calculated total energy ... -104758.4165 eV
Multiplicity ... 1
Structure (SMILES) ... O=P(O)(O)P(Cl)CCCO.COP(=O)(OC)OC.COP(=O)(OC)OC.COP(=O)(OC)OC

```
70
Properties=species:S:1:pos:R:3:forces:R:3:nbo_charge:R:1
O 0.867989 -1.738991 0.249630 0.276 -0.106 0.434 -1.079
P -0.043655 -1.149386 -0.717649 1.046 -1.525 0.051 2.065
O -0.264194 0.424112 -0.486751 -0.687 -0.306 -0.491 -0.972
O -1.463553 -1.908667 -0.699733 -0.004 1.176 -0.195 -0.958
P 0.669878 -1.283917 -2.784046 -0.851 1.064 -0.718 0.398
Cl 0.964513 -3.273762 -3.171005 0.225 0.156 0.457 -0.247
C 2.317819 -0.476919 -2.662479 0.312 -0.824 -0.132 -0.719
C 2.831685 -0.301300 -4.119314 -0.170 0.400 0.761 -0.439
C 2.568872 1.138106 -4.606067 -0.520 -0.502 -0.036 -0.059
O 1.998870 1.157406 -5.909408 0.404 0.239 0.009 -0.713
H -0.936526 0.772123 -1.090353 0.132 0.378 0.071 0.503
H -2.142915 -1.267581 -0.952947 -0.414 -0.455 -0.012 0.492
H 2.155312 0.481820 -2.166554 -0.026 0.020 0.025 0.245
H 3.009471 -1.048629 -2.043893 -0.079 -0.054 0.069 0.251
H 2.306705 -1.014355 -4.755807 0.103 0.100 -0.243 0.214
H 3.892189 -0.540024 -4.177560 0.012 -0.030 0.000 0.222
H 3.498832 1.702207 -4.573080 -0.050 0.134 -0.420 0.186
H 1.865553 1.646098 -3.937373 0.115 -0.051 0.182 0.152
H 1.096275 0.843444 -5.796643 -0.049 -0.026 -0.229 0.467
C 1.354776 2.069938 6.222688 -0.290 0.021 0.112 -0.264
O 1.559029 1.402078 4.964854 2.557 0.524 1.064 -0.757
P 2.378952 2.218901 3.802944 -3.702 -0.163 -4.693 2.468
O 1.461179 3.339542 3.463882 0.560 0.338 0.983 -1.108
O 2.335587 0.992851 2.784667 0.260 0.023 0.002 -0.820
C 1.066462 0.440992 2.419402 -0.105 -0.192 0.003 -0.253
O 3.819195 2.680719 3.213423 0.425 -0.675 2.539 -0.739
C 4.310256 3.964980 3.630225 0.182 0.163 -0.089 -0.257
H 0.983365 1.333945 6.932676 0.048 -0.072 -0.071 0.202
H 2.288345 2.482979 6.602996 -0.026 0.011 0.080 0.173
H 0.616093 2.863398 6.112629 0.072 0.047 -0.105 0.201
H 0.275235 1.190969 2.463087 0.086 0.097 0.081 0.185
H 0.822310 -0.391280 3.079476 -0.012 0.004 0.018 0.175
H 1.143901 0.062504 1.403118 0.249 0.143 0.408 0.213
H 4.189902 4.114314 4.701853 0.008 0.088 -0.003 0.176
H 3.791997 4.750905 3.084458 -0.141 -0.051 0.070 0.204
H 5.369898 4.001210 3.387053 -0.014 -0.125 0.008 0.193
C 1.455999 -3.446770 7.585249 0.256 0.042 0.167 -0.263
O 0.252173 -3.916662 8.218313 -0.655 0.362 -2.737 -0.755
P -1.055058 -2.930775 8.155157 -1.537 0.583 5.671 2.469
O -0.646959 -1.768489 8.988331 0.499 0.182 -1.040 -1.109
O -1.995347 -3.984088 8.904865 -0.185 -0.009 -0.200 -0.817
C -1.606097 -4.461072 10.190361 0.098 -0.262 0.068 -0.250
O -2.315985 -2.395065 7.291710 1.641 -1.051 -1.709 -0.739
C -2.109225 -1.192024 6.532941 -0.098 0.199 -0.171 -0.258
H 2.152148 -4.280538 7.539585 -0.093 -0.058 0.023 0.198
H 1.260031 -3.099190 6.571606 0.061 -0.009 -0.026 0.178
H 1.896399 -2.642308 8.173592 -0.096 0.048 -0.005 0.200
H -1.015310 -3.722304 10.731603 0.013 0.057 -0.075 0.197
H -1.037447 -5.384957 10.087090 0.056 0.022 0.008 0.180
H -2.514289 -4.668375 10.752334 -0.053 0.042 -0.080 0.189
H -1.158074 -1.220840 6.003802 -0.017 0.142 -0.057 0.179
H -2.145846 -0.325191 7.189846 0.134 -0.088 0.117 0.203
H -2.917269 -1.116211 5.809115 0.004 -0.163 0.006 0.195
C -4.215394 1.705369 -10.868086 -0.085 0.296 -0.085 -0.262
O -2.895353 1.549931 -10.317392 -1.168 -2.601 0.009 -0.754
P -2.788951 0.983071 -8.784117 3.253 4.113 2.764 2.467
O -3.385525 2.076535 -7.972448 -0.906 -0.610 -0.405 -1.106
O -1.192093 0.969509 -8.805152 0.036 -0.259 0.103 -0.819
C -0.491504 2.177629 -9.099376 0.224 0.102 -0.257 -0.253
O -2.800027 -0.307880 -7.801137 -1.136 -0.780 -2.257 -0.740
C -4.060692 -0.665049 -7.211296 -0.073 -0.160 0.204 -0.257
H -4.108611 1.891847 -11.933762 0.105 -0.036 0.019 0.198
H -4.810277 0.803450 -10.728943 -0.042 0.006 -0.048 0.174
H -4.715634 2.554001 -10.402685 0.021 -0.048 0.096 0.203
H -1.052736 3.060642 -8.794341 -0.127 -0.078 0.021 0.196
H -0.276922 2.229064 -10.166351 -0.048 0.035 -0.019 0.180
H 0.449807 2.156290 -8.553620 -0.037 -0.119 0.050 0.198
H -4.867733 -0.644539 -7.941396 -0.066 0.005 0.058 0.178
H -4.285787 0.011320 -6.388964 -0.004 0.126 -0.113 0.202
H -3.962015 -1.677065 -6.824834 0.091 -0.003 -0.089 0.195
```
Forces are in eV/Å.


[3]
Formula: C3H9NO
Source: the Open Molecules 2025 dataset
Level of theory: ωB97M-V/def2-TZVPD

Results
Orbital gap (spin up / spin down) ... 11.6 / 1.9 eV
Total charge ... +1
⟨S²⟩ ... 0.76
Calculated total energy ... -6782.2729 eV
Energy above the lowest of the compared OMol25 structures with the same formula, charge and spin ... 93.1 kcal/mol
Multiplicity ... 2

```
14
Properties=species:S:1:pos:R:3:forces:R:3:nbo_charge:R:1
C 0.914554 2.053285 4.585077 -0.927 1.268 -0.631 -0.022
N 1.045951 1.640128 3.382155 0.265 -1.615 2.553 -0.483
H 0.148538 2.896396 4.728460 1.347 -0.914 0.106 0.210
H 1.487367 1.692336 5.503141 -0.776 0.163 -1.179 0.213
H 1.499036 0.689055 3.447491 0.090 1.072 -0.869 0.361
H 0.344841 -1.501368 -3.823640 1.668 2.531 -2.364 0.487
C -0.826314 -1.630662 -2.413108 0.066 -1.283 0.863 -0.115
O 0.078660 -2.232347 -3.344772 -2.697 -1.457 3.362 -0.354
C -0.535600 -0.199902 -2.017595 0.190 -0.135 0.294 -0.660
H -1.853072 -1.629723 -2.901688 0.351 -0.252 -0.112 0.322
H -1.018075 -2.331497 -1.518624 0.460 0.627 -1.410 0.274
H 0.154396 0.292888 -2.669845 0.150 0.417 -0.909 0.237
H -1.431999 0.386456 -1.883666 -0.288 0.102 -0.240 0.260
H -0.008283 -0.125045 -1.073384 0.099 -0.524 0.536 0.269
```
Forces are in eV/Å.


[4]
Formula: C3H4N2O2S
Source: the Open Molecules 2025 dataset
Level of theory: ωB97M-V/def2-TZVPD

Results
Orbital gap ... 10.0 eV
Calculated total energy ... -21081.9811 eV
Energy above the lowest of the compared OMol25 structures with the same formula, charge and spin ... 111.9 kcal/mol
Multiplicity ... 1
Structure (SMILES) ... O=CNC1=NOCS1

```
12
Properties=species:S:1:pos:R:3:forces:R:3:nbo_charge:R:1
O 3.548920 -0.139706 0.318528 -5.132 -0.195 -1.619 -0.558
C 2.335124 -0.283863 -0.050826 5.211 -1.981 0.630 0.524
N 1.436279 0.649905 -0.411104 -3.400 6.003 -1.158 -0.647
C 0.068794 0.423560 -0.286122 0.273 -1.241 1.202 0.204
N -0.809587 1.299320 0.066731 1.614 0.519 -1.008 -0.217
O -2.027693 0.672917 -0.155398 -1.386 4.108 0.052 -0.370
C -2.122185 -0.508012 0.421342 -0.511 -1.759 -4.511 -0.090
S -0.471887 -1.191450 -0.333270 -1.444 -2.199 -0.068 0.137
H 1.861461 -1.345241 -0.278711 1.149 1.841 0.930 0.146
H 1.322418 1.800014 -0.652891 2.321 -3.731 1.320 0.460
H -2.031999 -0.613225 1.425141 0.116 -0.028 3.232 0.176
H -3.109650 -0.764216 -0.063417 1.189 -1.335 0.999 0.235
```
Forces are in eV/Å.